ORCA calculation (ωB97M-V/def2-TZVPD) on C38H32IN8O11PbS as an isolated structure.

Geometry as XYZ:
```
92
Properties=species:S:1:pos:R:3:forces:R:3
Pb -0.263 0.434 1.587 0.052 -0.151 -0.039
C 0.228 -0.048 -6.562 -0.035 0.010 0.044
O -0.757 -0.130 -5.511 0.031 0.074 0.036
C -1.017 -1.266 -4.930 -0.018 -0.007 0.003
C -0.436 -2.498 -5.317 -0.018 -0.015 0.010
C -0.797 -3.625 -4.647 0.025 0.040 -0.001
C -1.690 -3.559 -3.537 0.090 -0.081 -0.090
C -2.296 -2.310 -3.183 -0.057 0.053 0.009
C -1.973 -1.194 -3.871 0.035 0.020 -0.068
N -1.836 -4.695 -2.870 -0.033 -0.046 0.074
N -2.591 -4.722 -1.846 -0.140 0.110 -0.012
C -2.407 -4.414 -0.621 0.114 -0.119 0.061
C -3.579 -4.378 0.257 0.025 -0.028 -0.042
C -3.539 -3.689 1.396 0.001 0.013 0.068
C -2.315 -2.976 1.841 0.004 -0.045 -0.031
O -2.337 -2.231 2.792 0.012 0.026 0.005
C -1.056 -3.234 1.059 -0.108 0.238 0.016
N 0.047 -2.649 1.511 0.283 -0.411 -0.052
C 1.176 -2.876 0.844 -0.114 0.089 0.166
C 1.268 -3.751 -0.234 0.117 0.034 -0.012
C 0.113 -4.304 -0.731 0.012 -0.046 -0.054
C -1.092 -4.009 -0.098 -0.108 0.176 0.033
H 0.269 1.001 -6.829 0.002 0.009 -0.005
H -0.090 -0.641 -7.418 0.013 -0.003 -0.007
H 1.196 -0.379 -6.187 0.005 -0.007 -0.009
H 0.266 -2.545 -6.135 0.005 -0.001 0.000
H -0.394 -4.594 -4.912 0.012 0.004 0.012
H -3.031 -2.269 -2.390 0.036 -0.018 0.014
H -2.415 -0.229 -3.657 -0.004 0.012 0.039
H -4.480 -4.861 -0.099 -0.007 0.009 -0.001
H -4.406 -3.585 2.034 -0.003 0.003 -0.006
H 2.050 -2.323 1.164 0.024 -0.053 0.051
H 2.226 -3.935 -0.698 -0.007 0.032 -0.001
H 0.143 -4.955 -1.595 0.001 0.005 -0.008
O -0.565 2.456 0.387 0.003 0.086 -0.013
N 0.459 3.157 0.083 0.023 -0.001 0.086
N 1.549 2.736 0.579 -0.010 -0.062 -0.074
O 1.638 1.656 1.325 0.095 -0.023 0.062
C 2.769 3.425 0.259 -0.060 -0.058 -0.011
C 2.757 4.799 0.089 0.030 0.041 -0.065
C 3.942 5.432 -0.255 -0.038 -0.008 0.008
C 5.108 4.696 -0.410 0.016 -0.008 -0.011
C 5.096 3.320 -0.222 0.025 -0.012 -0.027
C 3.921 2.669 0.117 -0.031 0.021 0.003
H 1.838 5.352 0.219 0.009 0.002 0.003
H 3.954 6.504 -0.394 0.000 0.000 0.003
H 6.029 5.196 -0.678 0.001 -0.002 0.003
H 6.006 2.748 -0.348 -0.002 0.000 0.004
H 3.880 1.598 0.262 0.005 0.018 -0.007
O 0.621 0.070 4.046 0.034 0.148 -0.086
S 0.017 -0.419 5.340 -0.043 -0.059 0.016
C 1.396 -0.487 6.514 0.022 0.024 -0.010
C 2.099 -1.816 6.277 -0.006 0.006 -0.018
C 0.967 -2.833 6.164 -0.019 0.008 0.030
C -0.045 -2.237 5.188 0.032 0.008 -0.007
H 0.969 -0.424 7.518 -0.012 -0.016 -0.004
H 1.993 0.403 6.321 0.011 -0.007 0.021
H 2.794 -2.050 7.082 -0.005 0.003 0.007
H 2.665 -1.769 5.345 0.000 -0.003 0.002
H 0.505 -2.975 7.144 0.004 -0.017 -0.003
H 1.309 -3.810 5.822 0.015 0.012 -0.020
H -1.069 -2.575 5.326 -0.006 0.003 0.012
H 0.238 -2.386 4.143 -0.043 -0.032 -0.010
O 2.477 -0.742 -1.292 -0.023 -0.057 -0.088
C 1.336 -0.289 -1.285 0.057 0.021 0.230
O 0.365 -0.676 -0.544 -0.154 0.168 -0.104
C 1.011 0.871 -2.214 0.007 -0.028 -0.088
C -0.298 1.310 -2.340 0.004 -0.036 0.020
C -0.577 2.379 -3.167 -0.023 0.125 0.177
C 0.403 3.069 -3.852 0.002 -0.067 -0.018
C 1.695 2.599 -3.710 0.025 0.056 -0.003
C 2.020 1.511 -2.922 -0.011 0.004 0.072
N 2.773 3.292 -4.451 -0.020 -0.076 -0.060
O 2.444 4.181 -5.208 0.000 0.034 0.023
O 3.908 2.909 -4.270 0.018 0.017 0.028
N -1.984 2.778 -3.352 0.010 -0.455 -0.807
O -2.840 2.012 -2.941 -0.021 0.082 0.287
O -2.208 3.758 -4.025 -0.003 0.222 0.298
H -1.076 0.826 -1.772 -0.032 0.016 -0.020
H 0.174 3.916 -4.480 -0.002 0.011 0.014
H 3.040 1.165 -2.839 0.032 0.005 0.024
I -3.613 0.823 0.545 -0.089 -0.015 -0.044
C -3.496 1.623 2.490 -0.107 0.054 0.013
C -4.676 1.982 3.124 0.013 0.008 0.009
C -4.574 2.549 4.383 0.006 -0.005 0.000
C -3.319 2.732 4.946 -0.008 0.000 -0.006
C -2.210 2.333 4.224 0.066 -0.001 0.007
N -2.298 1.786 3.008 -0.041 -0.073 -0.055
H -5.632 1.829 2.645 0.000 -0.002 0.001
H -5.467 2.850 4.915 0.002 -0.001 0.003
H -3.199 3.177 5.923 -0.002 0.002 -0.001
H -1.207 2.452 4.615 0.000 -0.011 -0.005
```
Positions in Å, forces in eV/Å.

The charge is +1. Its HOMO energy is -10.42 eV. As for the spin multiplicity: 1. Its frontier orbital gap is 5.2 eV.

---

ORCA calculation (ωB97M-V/def2-TZVPD) on C38H32N6O12S2V as an isolated structure.

Geometry as XYZ:
```
91
Properties=species:S:1:pos:R:3:forces:R:3
V -0.595 1.010 0.258 -0.148 0.175 0.083
O -2.871 4.439 0.310 -0.049 0.066 0.033
C -2.594 3.273 0.067 0.044 -0.086 -0.064
O -1.572 2.672 0.604 -0.136 0.051 0.017
C -3.478 2.473 -0.854 0.180 0.003 0.112
C -4.680 3.056 -1.244 -0.178 0.214 0.024
C -5.519 2.385 -2.104 0.274 -0.209 0.054
C -5.193 1.117 -2.596 -0.266 0.166 -0.052
C -4.011 0.501 -2.198 0.157 -0.155 -0.043
C -3.093 1.206 -1.333 -0.262 -0.109 -0.002
O -1.927 0.711 -1.065 0.615 -0.063 -0.011
N -3.731 -0.758 -2.722 -0.041 -0.102 -0.023
O -4.431 -1.164 -3.724 0.024 0.041 0.031
O -2.818 -1.499 -2.223 0.038 0.041 0.058
N -6.759 3.007 -2.509 -0.088 0.011 -0.108
O -7.478 2.412 -3.303 -0.015 -0.012 0.004
O -7.053 4.105 -2.053 0.002 0.035 0.043
H -4.924 4.040 -0.874 0.024 -0.009 0.006
H -5.842 0.595 -3.278 0.028 -0.005 0.016
C 2.449 -4.647 -4.616 0.008 0.003 0.029
C 2.380 -3.769 -3.395 -0.039 0.006 -0.028
C 2.988 -2.521 -3.373 -0.034 0.019 -0.006
C 2.858 -1.681 -2.277 0.050 -0.034 0.044
C 2.135 -2.099 -1.173 -0.001 0.016 -0.036
C 1.509 -3.337 -1.181 0.031 -0.025 0.001
C 1.633 -4.161 -2.287 0.040 0.013 0.023
S 2.093 -1.027 0.252 -0.153 -0.062 0.055
O 2.828 -1.718 1.288 0.033 -0.098 0.028
O 2.626 0.227 -0.191 0.019 0.076 -0.057
N 0.536 -0.826 0.663 0.053 0.159 -0.061
C -0.077 -1.705 1.556 -0.082 -0.002 0.019
C 0.398 -2.902 2.060 0.039 -0.063 -0.007
C -0.359 -3.681 2.958 -0.010 -0.005 -0.002
C -1.594 -3.296 3.390 -0.003 0.003 0.008
C -2.116 -2.067 2.930 -0.015 0.046 -0.092
C -3.372 -1.562 3.335 0.061 -0.086 0.026
C -3.801 -0.353 2.880 -0.075 0.040 0.023
C -2.974 0.379 2.011 0.036 0.016 -0.005
N -1.816 -0.074 1.602 -0.036 -0.065 0.107
C -1.366 -1.286 2.030 -0.005 0.111 0.021
H 3.207 -4.291 -5.314 0.008 -0.005 -0.001
H 1.489 -4.651 -5.136 0.003 -0.003 -0.001
H 2.685 -5.679 -4.350 -0.003 -0.006 -0.010
H 3.547 -2.184 -4.239 0.005 -0.005 -0.002
H 3.293 -0.691 -2.271 0.010 -0.011 0.006
H 0.908 -3.656 -0.341 -0.020 0.012 0.021
H 1.124 -5.119 -2.297 -0.009 -0.005 0.002
H 1.385 -3.244 1.793 -0.030 -0.012 -0.005
H 0.069 -4.612 3.310 0.004 0.004 -0.008
H -2.171 -3.900 4.079 -0.005 0.000 0.002
H -3.978 -2.149 4.016 0.003 -0.001 -0.003
H -4.755 0.059 3.178 0.008 0.016 -0.017
H -3.260 1.358 1.653 -0.011 -0.015 0.018
C 5.431 -0.365 5.558 -0.057 0.032 -0.032
C 4.258 0.363 4.949 0.041 -0.011 0.036
C 3.250 -0.343 4.297 -0.011 0.036 -0.011
C 2.163 0.318 3.751 0.020 0.028 0.018
C 2.085 1.701 3.840 -0.007 -0.033 -0.005
C 3.081 2.421 4.475 0.006 -0.014 0.016
C 4.160 1.747 5.033 0.002 -0.015 -0.010
S 0.706 2.531 3.077 0.208 -0.221 -0.113
O -0.477 1.950 3.651 -0.035 -0.045 0.063
O 0.953 3.942 3.244 0.004 0.105 -0.032
N 0.802 2.043 1.560 -0.147 0.181 -0.162
C 1.372 2.754 0.535 -0.077 -0.164 -0.135
C 2.337 3.771 0.552 -0.063 -0.051 0.159
C 2.793 4.240 -0.658 0.022 0.021 -0.127
C 2.308 3.723 -1.861 0.060 0.066 0.052
C 1.341 2.741 -1.797 0.012 -0.001 0.038
N 0.887 2.291 -0.636 -0.087 -0.062 0.067
H 5.611 -1.308 5.041 0.012 -0.007 0.003
H 5.246 -0.592 6.611 0.004 -0.010 0.008
H 6.339 0.236 5.504 0.008 0.003 0.002
H 3.327 -1.417 4.180 -0.007 -0.010 -0.002
H 1.392 -0.234 3.231 0.008 -0.008 0.002
H 3.002 3.499 4.520 0.006 0.008 0.002
H 4.946 2.309 5.527 0.004 0.006 0.000
H 2.692 4.165 1.493 -0.008 -0.015 -0.015
H 3.545 5.021 -0.673 0.001 0.002 0.002
H 2.666 4.082 -2.815 -0.003 -0.007 -0.001
H 0.916 2.279 -2.679 -0.025 -0.019 0.002
C -0.630 -1.913 -4.206 -0.056 -0.022 0.010
C -0.534 -0.529 -3.616 -0.037 -0.031 -0.030
C -1.399 0.521 -4.264 0.014 0.025 0.011
O 0.258 -0.260 -2.739 0.074 0.122 -0.044
H -1.679 -2.197 -4.297 0.005 0.011 -0.011
H -0.109 -2.620 -3.567 0.012 0.003 0.001
H -0.165 -1.903 -5.200 -0.016 -0.002 0.004
H -0.972 0.756 -5.246 0.020 0.015 0.008
H -1.425 1.420 -3.652 0.014 -0.007 -0.015
H -2.409 0.145 -4.430 -0.003 0.006 -0.030
```
Positions in Å, forces in eV/Å.

The charge is -2. Its HOMO energy (spin up / spin down) is -0.18 / -3.24 eV. As for the spin multiplicity: 4. The energy above the lowest of the compared OMol25 structures with the same formula, charge and spin is 47.23 kJ/mol. Its frontier orbital gap (spin up / spin down) is 4.1 / 7.2 eV.